C2H6N4 | ωB97M-V/def2-TZVPD

XYZ file:
```
12
Properties=species:S:1:pos:R:3:forces:R:3:nbo_charge:R:1
N 0.40207 2.97942 -1.06933 -0.374 -1.158 -0.098 -0.39
C 0.21151 1.84775 -0.89132 0.932 -0.940 1.033 0.14
C 0.10183 0.17777 -0.26728 0.136 4.935 3.125 0.49
N -0.27020 -0.65290 -1.25331 0.747 -1.364 -3.487 -0.82
N 1.32216 -0.06435 0.44736 3.009 -0.302 -2.145 -0.86
N -0.92651 0.45645 0.73577 -0.887 -2.772 -0.123 -0.84
H 0.42487 -0.48161 -2.04927 -1.511 -0.903 1.285 0.38
H -1.21083 -0.46914 -1.59889 0.265 0.110 0.147 0.40
H 2.21042 -0.24767 -0.17765 -2.492 0.340 1.633 0.38
H 1.26214 -0.76100 1.19623 -0.262 0.318 -0.674 0.39
H -1.06755 -0.42961 1.31388 0.189 1.660 -0.891 0.36
H -0.64955 1.22036 1.32568 0.248 0.078 0.194 0.39
```
Forces are in eV/Å.

Results
ΔE to the lowest compared entry with this formula, charge and spin = 1.974 eV
Gap between HOMO and LUMO = 0.39786 Eh
SMILES = N#CC(N)(N)N

---

C2H6N4O6P | ωB97M-V/def2-TZVPD

XYZ file:
```
19
Properties=species:S:1:pos:R:3:forces:R:3:nbo_charge:R:1
C -2.19484 -0.08476 0.81652 1.574 4.057 0.071 -0.22
C -2.39987 -0.19814 -0.66175 0.402 1.057 -2.477 -0.23
N -0.75127 -0.09858 1.07021 0.620 -0.989 0.714 -1.00
N -1.09223 -0.57259 -1.31185 0.140 0.239 3.467 -0.96
N 1.67659 1.92147 -0.26936 -0.157 -0.089 -0.913 0.76
N 3.61388 -1.54882 0.54120 -0.174 -0.560 0.460 0.88
O 2.03439 2.79853 -0.94020 0.717 2.266 -1.422 -0.29
O 2.23059 1.41569 0.63404 1.072 -1.160 2.640 -0.40
O 1.43564 -0.87544 -0.36172 0.209 -0.687 -0.104 -1.16
O 2.99798 -2.05533 1.32526 0.522 0.602 -0.679 0.06
O 0.47742 1.40975 -0.65071 -1.366 -0.137 -0.718 -0.63
O 4.34866 -1.13243 -0.18806 -0.740 0.096 0.200 0.05
P 0.14731 -0.16818 -0.30570 -0.889 -0.600 0.512 2.42
H -2.47806 0.93619 1.19885 -0.538 -0.975 -0.626 0.21
H -2.66915 -0.76444 1.40300 -1.411 -2.323 1.356 0.21
H -3.17526 -0.88873 -0.94190 -0.151 -0.462 -0.008 0.23
H -2.63499 0.76875 -1.15869 -0.365 -0.424 0.815 0.21
H -0.50374 -0.17112 2.07862 0.292 0.137 -1.683 0.45
H -1.06306 -0.69180 -2.27775 0.241 -0.050 -1.606 0.43
```
Forces are in eV/Å.

Results
Total charge = +1
ΔE to the lowest compared entry with this formula, charge and spin = 0.000 eV
Gap between HOMO and LUMO = 0.23285 Eh

---

C2H6N4OS | ωB97M-V/def2-TZVPD

XYZ file:
```
14
Properties=species:S:1:pos:R:3:forces:R:3:nbo_charge:R:1
H -2.11084 -0.79669 -2.61408 -0.153 -0.006 0.043 0.35
N -1.10084 -0.85608 -2.63652 0.364 0.102 0.277 -0.71
C -0.56176 -0.42769 -1.56805 -0.173 0.076 -0.075 0.28
N 0.78440 -0.22670 -1.43070 0.104 -0.242 0.234 -0.83
S -1.56536 -0.02730 -0.11965 0.169 0.012 0.026 0.39
N -0.65883 1.08464 0.75876 -0.159 0.853 -0.275 -0.81
C 0.39211 0.82342 1.62225 0.576 0.603 0.531 0.77
N 0.71531 -0.50807 1.78556 0.150 -0.565 0.634 -0.87
O 1.02480 1.73305 2.14732 -0.666 -0.880 -0.566 -0.62
H 1.20490 -0.41515 -0.51914 -0.238 0.120 -0.453 0.41
H 1.30404 -0.56344 -2.22920 0.054 0.033 0.063 0.40
H -0.75884 2.08566 0.53466 0.111 -0.892 0.209 0.43
H 0.00116 -1.22783 1.68522 0.123 0.506 -0.163 0.40
H 1.32977 -0.67782 2.58356 -0.264 0.280 -0.486 0.41
```
Forces are in eV/Å.

Results
ΔE to the lowest compared entry with this formula, charge and spin = 0.049 eV
Gap between HOMO and LUMO = 0.37270 Eh
SMILES = [H]/N=C(/N)SNC(N)=O

---

C2H6N4S | ωB97M-V/def2-TZVPD

XYZ file:
```
13
Properties=species:S:1:pos:R:3:forces:R:3:nbo_charge:R:1
H -1.51323 -1.47185 -0.69186 2.342 -1.009 0.182 0.35
N -2.41036 -1.10818 -0.66683 -2.681 1.939 -0.937 -0.64
C -2.46625 0.05206 -0.17354 0.360 -1.001 2.352 0.26
N -1.36048 0.62147 0.63567 -2.240 -0.505 -3.471 -0.51
N -0.21140 -0.10258 0.64981 -0.029 1.043 -0.029 -0.47
C 0.88821 0.30380 -0.02838 2.639 0.917 0.088 0.30
N 0.99078 1.59181 -0.52895 2.113 -1.817 -0.173 -0.83
S 2.19232 -0.77521 0.00848 -0.448 0.600 -0.306 -0.30
H -3.47108 0.55522 -0.00467 1.464 -0.246 -0.461 0.18
H -1.77946 1.11520 1.37398 0.574 0.593 1.751 0.38
H -0.01980 -0.92421 1.19905 -0.581 -0.343 0.187 0.42
H 2.00717 1.90076 -0.90656 -3.869 -0.983 1.136 0.46
H 0.10764 2.07548 -0.52189 0.355 0.812 -0.319 0.41
```
Forces are in eV/Å.

Results
ΔE to the lowest compared entry with this formula, charge and spin = 1.790 eV
Gap between HOMO and LUMO = 0.33310 Eh
SMILES = [H]/N=C\NNC(N)=S

---

C2H6N4S2 | ωB97M-V/def2-TZVPD

XYZ file:
```
14
Properties=species:S:1:pos:R:3:forces:R:3:nbo_charge:R:1
H -2.28481 0.66648 2.95212 -0.127 -0.650 -0.365 0.34
N -2.37979 -0.11693 2.28054 1.581 0.964 -0.816 -0.71
C -1.39965 -0.06389 1.42117 -1.370 -1.434 0.413 0.28
N -1.26165 -1.07836 0.48569 1.449 0.572 -1.349 -0.86
S -0.26552 1.32259 1.47822 0.284 -0.427 -0.920 0.13
S 1.56050 0.65246 0.74121 -0.109 -0.089 0.126 0.03
C 1.50663 0.56879 -1.09838 -0.814 -0.489 0.793 0.29
N 0.97185 -0.62909 -1.55610 0.700 -1.398 -2.231 -0.86
N 1.85226 1.50583 -1.85422 -0.379 1.276 0.568 -0.64
H 1.87889 2.34993 -1.24302 0.594 -0.527 -0.863 0.36
H -1.87714 -1.86204 0.58840 -0.329 0.038 0.263 0.40
H -0.67085 -1.09928 -0.41605 -1.184 0.813 2.329 0.43
H 1.35958 -1.49935 -1.15665 -0.237 0.900 0.028 0.40
H 1.00969 -0.71714 -2.62293 -0.058 0.452 2.026 0.40
```
Forces are in eV/Å.

Results
ΔE to the lowest compared entry with this formula, charge and spin = 0.660 eV
Gap between HOMO and LUMO = 0.32956 Eh
SMILES = [H]/N=C(/N)SS/C(N)=N\[H]

---

C2H6N6 | ωB97M-V/def2-TZVPD

XYZ file:
```
14
Properties=species:S:1:pos:R:3:forces:R:3:nbo_charge:R:1
C 0.56017 1.96352 -0.84676 -0.689 -0.365 -0.398 0.33
C 0.59486 -1.22560 0.32252 0.675 -0.749 -1.486 0.44
N -0.22757 1.38488 -0.13770 0.917 2.493 -0.473 -0.10
N 1.48160 -0.88247 -0.32590 0.937 0.983 -0.044 -0.45
N -1.13745 1.33945 0.69245 -1.545 -0.466 2.612 -0.54
N 1.55080 1.67578 -1.66761 1.536 0.872 -0.533 -0.80
N -1.68056 -1.56118 0.98556 0.605 -1.008 1.754 -0.65
N -0.29995 -1.94521 0.91237 -1.287 -4.454 0.843 -0.50
H -0.89431 1.76195 1.65429 0.237 -0.883 -1.726 0.32
H 2.12573 0.89089 -1.43520 0.245 -0.759 0.179 0.41
H 2.09657 2.45850 -2.04387 -0.766 -0.486 0.189 0.39
H -1.72728 -0.63427 0.67938 -0.503 1.901 -0.611 0.39
H -2.24205 -2.19105 0.46602 -0.326 -0.381 -0.918 0.35
H -0.20056 -3.03519 0.74445 -0.034 3.302 0.614 0.41
```
Forces are in eV/Å.

Results
ΔE to the lowest compared entry with this formula, charge and spin = 3.838 eV
Gap between HOMO and LUMO = 0.32596 Eh

---

C2H6NO | ωB97M-V/def2-TZVPD

XYZ file:
```
10
Properties=species:S:1:pos:R:3:forces:R:3:nbo_charge:R:1
C -1.43235 -1.36209 0.08077 0.093 0.018 -0.174 -0.18
O -0.50112 -0.40351 0.28554 0.046 -0.121 -0.040 -1.00
H -1.52675 -1.71412 -0.98602 0.044 0.046 0.072 0.07
H -1.25879 -2.31235 0.65259 -0.086 0.034 0.043 0.07
H -2.47541 -1.04590 0.34010 -0.019 -0.078 0.085 0.08
C 1.58317 1.65468 0.14291 0.091 0.234 0.151 -0.09
N 1.46916 1.08492 -0.97033 0.203 -0.261 -0.329 -0.64
H 2.15995 2.58384 0.21288 0.028 0.048 0.076 0.11
H 1.10890 1.26590 1.04559 -0.073 -0.030 0.033 0.17
H 0.87326 0.24862 -0.80402 -0.328 0.110 0.083 0.40
```
Forces are in eV/Å.

Results
Total charge = -1
ΔE to the lowest compared entry with this formula, charge and spin = 0.708 eV
Gap between HOMO and LUMO = 0.25977 Eh

---

C2H6NO | ωB97M-V/def2-TZVPD

XYZ file:
```
10
Properties=species:S:1:pos:R:3:forces:R:3:nbo_charge:R:1
C -0.03372 1.09633 -0.14851 0.053 -0.473 -0.534 -0.15
O -0.73955 1.93503 -0.94108 -0.240 0.241 0.131 -0.27
C -0.33167 -0.37949 -0.40813 1.394 -0.910 1.048 -0.22
N 0.23478 -1.09369 0.77783 -0.986 0.169 -0.451 -0.86
H -0.40097 1.15364 0.89333 0.131 0.736 0.010 0.24
H 1.05482 1.30037 -0.22343 -0.313 -0.063 0.421 0.16
H 0.17785 -0.73284 -1.31581 -0.549 0.215 -0.101 0.18
H -1.39861 -0.56618 -0.38784 -0.151 0.132 -0.483 0.20
H 1.04425 -0.64120 1.16276 0.402 -0.117 -0.118 0.36
H 0.39282 -2.07198 0.59086 0.261 0.070 0.076 0.37
```
Forces are in eV/Å.

Results
Spin multiplicity = 2
ΔE to the lowest compared entry with this formula, charge and spin = 0.466 eV
Gap between HOMO and LUMO (alpha / beta) = 0.39270 / 0.29674 Eh
Expectation value of S² = 0.7541